1.
93
Properties=species:S:1:pos:R:3:forces:R:3:lowdin_charge:R:1 method="wB97M-V/def2-TZVPD" fmax_ev_per_a=5.49 homo_lumo_gap_ev=4.753 de_lowest_kj_mol=192.8 e_tot_ha=-1715.522428 molar_mass_g_mol=523.8
O 1.524260 -0.747400 -0.632075 -1.2 0.4 0.1 -0.3693
H 0.552870 -0.645930 -0.657035 0.5 -0.1 0.2 -0.1381
C -2.384230 -0.015790 2.031105 1.0 0.2 -1.1 -0.0734
C -2.017790 -1.196790 1.125665 -0.6 -1.1 0.0 -0.2338
C -3.201060 -1.790440 0.284795 1.8 -1.3 1.1 -0.0567
N -2.696230 -3.096120 -0.495315 -0.6 -0.2 0.9 -0.2371
C -1.755370 -2.719900 -1.593585 -0.7 0.7 -0.2 0.0123
C -3.916160 -3.913020 -1.048995 0.6 -0.6 0.5 -0.0652
C -3.435720 -5.409480 -1.282115 -0.5 2.3 0.2 -0.1401
C -2.248330 -5.484980 -0.345075 0.4 -0.6 0.8 -0.1546
C -2.038220 -4.146540 0.421775 0.3 -0.1 -1.4 -0.0552
H -2.740470 -0.246250 3.035145 -0.8 -0.2 -0.5 0.0827
H -2.966810 0.654670 1.399305 -0.5 0.5 0.8 0.0668
H -1.441900 0.483950 2.255555 0.1 0.2 -0.2 0.0597
H -1.610280 -1.950270 1.799685 0.2 -0.3 -0.4 0.1002
H -1.231430 -0.956880 0.409995 0.2 0.3 0.4 0.0702
H -3.585110 -1.031250 -0.396555 -0.2 -0.5 -0.3 0.1200
H -3.941350 -2.190120 0.977855 -0.3 0.2 -0.3 0.1212
H -2.392790 -2.040720 -2.159715 0.3 -0.3 -0.9 0.0862
H -1.375040 -3.593140 -2.123595 -0.4 0.1 -0.1 0.1218
H -0.890670 -2.117430 -1.315335 0.1 -0.3 0.8 0.0952
H -4.344990 -3.387980 -1.902535 0.0 -0.1 0.1 0.1246
H -4.604830 -3.982460 -0.206965 -0.1 0.5 -0.1 0.1202
H -3.183610 -5.539200 -2.334585 0.0 -0.3 0.2 0.1089
H -4.173160 -6.135180 -0.939115 -0.3 0.3 -0.5 0.1132
H -1.434110 -5.894040 -0.943255 0.6 0.5 0.6 0.1235
H -2.465710 -6.201210 0.447305 0.2 -0.3 -0.2 0.1171
H -0.977590 -3.919540 0.529665 0.0 0.2 0.2 0.1358
H -2.538030 -4.150030 1.390425 0.0 0.1 -0.2 0.1383
C -0.465280 -1.375380 -4.819255 -0.9 0.1 0.2 -0.0766
C -0.046340 -0.078630 -4.053455 0.4 -0.5 -0.5 -0.1868
C -1.310990 0.763610 -3.778545 1.1 1.3 1.0 -0.0727
N -1.057290 2.057760 -2.865365 -0.9 0.4 0.6 -0.1926
C -0.700790 1.627100 -1.400615 -0.3 1.2 -1.6 0.0645
C -2.263150 3.048390 -2.817725 -1.3 -1.0 0.2 -0.1096
C -1.762340 4.400020 -2.342075 0.8 0.3 0.2 -0.1689
C -0.360920 4.520000 -2.932365 0.4 -1.4 0.6 -0.1338
C -0.038950 3.083130 -3.371425 1.6 -1.1 -1.2 -0.0986
H -1.201610 -1.229010 -5.609505 0.2 0.4 -0.3 0.0666
H -1.022030 -2.004130 -4.124415 -0.1 0.0 0.4 0.0348
H 0.273090 -2.080130 -5.201685 0.6 0.7 0.1 0.0858
H 0.710790 0.565640 -4.500405 -0.2 -0.1 -0.8 0.1167
H 0.567030 -0.458630 -3.236465 -0.6 0.3 1.0 0.1033
H -2.071640 0.184680 -3.254775 -0.1 0.2 0.1 0.1080
H -1.716640 1.182360 -4.699525 0.0 -0.2 -0.1 0.1219
H -0.588360 2.634750 -1.000485 0.6 -0.6 0.9 0.0796
H 0.179100 0.983780 -1.406005 0.6 0.4 0.0 0.0714
H -1.498930 1.089300 -0.888905 -0.4 0.2 -0.4 0.0866
H -3.000060 2.611430 -2.143835 0.0 0.0 0.1 0.1200
H -2.774550 3.101550 -3.778835 0.5 -0.2 -0.3 0.1283
H -1.735970 4.378840 -1.252595 0.1 0.3 0.0 0.0965
H -2.152400 5.366240 -2.662015 -1.5 -0.7 0.1 0.1230
H 0.304360 4.887800 -2.151195 0.3 0.0 -0.4 0.1235
H -0.347350 5.170160 -3.807115 0.1 0.0 0.2 0.1198
H 0.976320 2.741840 -3.169295 0.3 0.0 0.5 0.1155
H -0.108640 3.000800 -4.456075 -0.2 0.1 -0.1 0.1322
C 0.009600 3.609090 1.866935 1.6 -0.3 1.7 -0.0770
C 1.143340 2.512450 1.763305 -0.1 0.8 -0.7 -0.2024
C 2.253010 2.679330 2.809275 0.1 -1.1 0.9 -0.0928
N 2.915110 1.303460 3.258615 -0.4 0.5 0.1 -0.2215
C 3.490840 0.554480 2.065255 0.8 0.6 0.4 0.0391
C 1.946710 0.331630 3.972495 0.7 1.2 0.7 -0.0845
C 2.839750 -0.413710 4.999125 0.2 0.3 -0.4 -0.1071
C 4.207570 0.360550 5.136005 -0.7 0.1 -0.6 -0.1361
C 4.028630 1.632720 4.308335 -0.4 -0.7 -1.2 -0.0958
H -0.864170 3.669110 1.218075 0.4 -0.6 -0.3 0.0497
H 0.525730 4.568840 1.842605 -0.1 0.2 -0.3 0.0702
H -0.328670 3.540160 2.900825 -0.6 0.1 0.1 0.0610
H 1.671660 2.688520 0.826295 -0.3 -0.8 -0.4 0.0940
H 0.769650 1.491300 1.838765 -0.2 0.0 -0.4 0.0914
H 1.924990 3.113450 3.753755 -0.3 -0.1 0.1 0.1131
H 3.045910 3.342050 2.462555 0.2 -0.4 -0.2 0.1340
H 4.152430 -0.257790 2.366275 -0.4 -0.2 0.6 0.1201
H 4.180670 1.235680 1.567065 -0.6 0.1 -0.5 0.1070
H 2.676880 0.147480 1.465315 0.1 0.2 -0.3 0.0822
H 1.363710 -0.315430 3.317115 0.6 -0.1 -0.5 0.1046
H 1.236330 0.991300 4.470805 0.0 0.0 0.3 0.1196
H 3.067810 -1.420410 4.648895 -0.4 0.0 0.2 0.1173
H 2.262340 -0.434050 5.923395 0.3 -0.3 0.1 0.1095
H 5.022410 -0.222440 4.706755 -0.1 -0.1 0.2 0.1089
H 4.470270 0.627470 6.159645 -0.1 -0.2 0.0 0.1082
H 4.871270 1.888140 3.665825 0.2 0.1 0.4 0.1267
H 3.786030 2.475970 4.954995 -0.5 0.1 -0.4 0.1233
O 3.111290 1.520360 -0.802095 -1.0 1.5 2.3 0.0074
C 3.485630 1.391750 -2.053975 2.3 -1.4 -4.8 -0.9140
O 3.915140 0.256200 -2.395175 -0.3 0.4 0.5 -0.0663
O 3.401850 2.357590 -2.851605 -0.9 1.3 0.4 -0.1014
H 2.753480 0.632470 -0.729765 -0.9 -1.6 1.2 0.0164
O 0.966550 -2.006030 1.735765 -1.0 -0.4 1.8 -0.0503
C 1.502890 -3.289320 1.942475 2.2 -0.7 -1.1 -0.9029
O 1.382790 -3.893100 2.993615 -1.9 0.3 2.5 -0.0542
O 2.209680 -3.694440 1.009495 -0.1 0.1 -1.5 -0.0503
H 1.328250 -1.784640 0.874515 0.4 0.9 -1.6 -0.0002

---

2.
97
Properties=species:S:1:pos:R:3:forces:R:3:lowdin_charge:R:1 method="wB97M-V/def2-TZVPD" fmax_ev_per_a=6.90 smiles="CP(C)[C@](C#N)(CN)[C@H](C#N)CCC(N)=O.COCCOC.COCCOC.COCCOC.COCCOC" homo_lumo_gap_ev=9.060 e_tot_ha=-2262.069650 molar_mass_g_mol=600.7
C 1.837347 4.069863 0.876909 0.4 -0.6 0.5 -0.3027
P 1.610454 4.896336 -0.812282 1.2 0.6 -0.2 0.9035
C 2.343837 3.640865 -2.059282 -1.1 -1.5 0.4 -0.3069
C -0.224996 5.051164 -1.311370 0.0 -2.0 -1.2 -0.5133
C -0.651706 3.588901 -1.889825 -4.1 -2.1 -0.2 -0.1687
N -1.284468 2.610118 -2.244958 3.9 5.3 1.7 0.1589
C -0.238668 6.020709 -2.641368 0.9 -0.8 0.3 -0.2679
N -0.020895 7.459526 -2.332274 -1.2 -1.3 -0.1 -0.0041
C -1.184510 5.563643 -0.131848 -0.4 0.4 0.9 -0.2434
C -0.559546 6.788516 0.728899 1.7 3.8 -0.3 -0.1626
N -0.092975 7.827502 1.158047 -2.7 -6.0 -2.1 0.1286
C -1.626076 4.443187 0.940103 -0.7 0.3 1.1 -0.1662
C -3.241907 4.331552 1.107918 0.1 0.0 0.1 -0.0949
C -3.979314 3.696519 -0.165920 -1.7 -3.9 0.1 -0.3851
N -4.240934 4.365576 -1.446124 1.4 0.0 2.1 0.1200
O -4.419575 2.499448 -0.034751 2.0 4.6 -0.7 -0.0141
H 0.939968 3.472710 1.260810 1.3 0.9 -0.4 0.0314
H 2.725446 3.325602 0.794353 -1.5 1.3 0.0 0.0577
H 2.153937 4.902237 1.617432 -0.7 -1.5 -1.2 0.0506
H 3.488296 3.605197 -2.008723 -1.8 0.4 -0.1 0.0533
H 1.933922 3.821927 -3.115066 0.9 -0.1 1.5 0.0434
H 1.939896 2.600274 -1.730697 0.8 1.5 -0.7 0.0505
H 0.658649 5.662772 -3.288701 -1.7 0.5 0.9 0.1091
H -1.230690 5.795026 -3.183348 1.6 0.7 0.7 0.1309
H -0.939403 7.847851 -2.063859 1.0 0.0 0.1 0.0712
H 0.680277 7.566380 -1.584316 -0.6 0.0 -0.5 0.0453
H -2.151191 5.983627 -0.620019 1.8 -0.5 0.8 0.1290
H -1.243883 4.775995 1.987287 -0.6 -0.6 -1.8 0.1262
H -1.192326 3.399194 0.768706 -0.7 1.6 -0.2 0.1100
H -3.729430 5.334400 1.410577 1.0 -1.3 -0.7 0.1300
H -3.407627 3.619226 2.005849 0.0 1.0 -1.8 0.1332
H -3.814789 3.870691 -2.248445 -0.6 0.2 0.8 0.0917
H -4.004999 5.367783 -1.437148 -0.1 -0.8 -0.1 0.0711
C -1.496652 -3.409420 -0.094012 0.0 -0.2 -0.1 -0.1222
O -2.752219 -3.144959 -0.700528 0.1 0.2 0.3 -0.1904
C -3.707735 -2.628220 0.225368 -0.1 0.2 -0.5 -0.1924
C -3.824688 -1.108530 0.114225 0.2 -0.1 0.5 -0.2010
O -2.616393 -0.461949 0.509899 0.0 -0.3 -0.3 -0.2002
C -1.826364 -0.064953 -0.604459 -0.1 0.1 0.1 -0.1252
H -0.749144 -3.513383 -0.883617 -0.1 0.0 0.0 0.0851
H -1.183221 -2.605080 0.575210 -0.1 0.0 0.0 0.0809
H -1.548221 -4.349822 0.465029 0.1 0.0 0.1 0.0890
H -3.459909 -2.929806 1.248817 0.0 0.1 0.0 0.1248
H -4.673941 -3.071747 -0.030511 0.0 0.0 0.0 0.1233
H -4.608001 -0.767108 0.798613 0.0 0.0 0.0 0.1232
H -4.111617 -0.809660 -0.899909 0.1 -0.1 0.0 0.1233
H -2.245228 0.840698 -1.047807 0.0 -0.1 0.0 0.0338
H -1.762597 -0.849345 -1.364389 0.0 0.0 0.1 0.0869
H -0.816833 0.152355 -0.246885 -0.1 0.0 0.1 0.0843
C 4.752006 -5.862089 1.772559 0.2 0.1 0.0 -0.1096
O 4.219843 -5.131370 0.676404 -0.3 -0.3 0.1 -0.1975
C 3.179879 -5.838159 0.001935 0.0 0.6 0.0 -0.1951
C 1.800026 -5.345642 0.436695 0.1 -0.6 0.1 -0.2038
O 1.548263 -5.642915 1.809258 0.2 0.3 -0.1 -0.1943
C 1.755621 -4.517196 2.652521 -0.1 -0.1 0.1 -0.1076
H 5.312470 -5.171315 2.405781 0.0 0.0 -0.2 0.0834
H 3.970989 -6.328988 2.376430 0.0 0.0 -0.1 0.0845
H 5.437208 -6.632418 1.403804 0.0 -0.1 0.1 0.0894
H 3.279161 -6.917738 0.157439 -0.1 0.1 0.1 0.1263
H 3.299407 -5.640646 -1.066993 0.0 0.0 0.0 0.1227
H 1.040125 -5.873567 -0.148514 0.0 0.0 0.0 0.1228
H 1.686762 -4.272995 0.243961 0.1 0.0 0.0 0.1202
H 0.903157 -3.836036 2.574442 0.0 0.1 0.0 0.0819
H 2.676454 -3.981566 2.404585 -0.1 0.0 0.0 0.0842
H 1.829186 -4.872123 3.682810 -0.1 0.0 -0.1 0.0904
C 11.352504 -5.012857 2.328790 0.2 0.1 -0.1 -0.1134
O 10.817413 -4.284749 1.233409 -0.3 -0.3 0.1 -0.1945
C 9.775855 -4.993403 0.563070 -0.1 0.6 0.0 -0.1949
C 8.396904 -4.500893 1.000586 0.1 -0.6 0.1 -0.1945
O 8.148989 -4.795723 2.374806 0.3 0.3 -0.1 -0.2077
C 8.358302 -3.667577 3.214367 -0.1 -0.2 0.1 -0.1101
H 11.914021 -4.320026 2.959050 0.0 0.0 -0.1 0.0894
H 10.573115 -5.478628 2.935548 0.0 0.0 0.0 0.0824
H 12.037070 -5.783864 1.960233 0.0 -0.1 0.1 0.0874
H 9.876197 -6.072656 0.720386 -0.1 0.1 0.1 0.1255
H 9.892368 -4.797924 -0.506458 0.0 0.0 0.0 0.1230
H 7.635652 -5.030303 0.418437 0.0 0.0 0.0 0.1198
H 8.282605 -3.428926 0.806079 0.1 -0.1 0.0 0.1275
H 7.505338 -2.987018 3.136811 0.0 0.1 0.0 0.0864
H 9.278074 -3.132218 2.962321 -0.1 0.0 0.0 0.0842
H 8.434945 -4.019599 4.245497 -0.1 0.0 -0.1 0.0899
C -8.492492 0.760513 -3.382281 0.0 -0.2 0.0 -0.1169
O -8.071709 0.419361 -2.070361 0.0 0.4 -0.2 -0.1940
C -7.068243 1.304643 -1.570536 -0.3 -0.2 0.5 -0.1934
C -7.670806 2.353504 -0.634915 0.4 0.3 -0.4 -0.1915
O -8.552772 3.231894 -1.335826 -0.2 -0.4 0.1 -0.1960
C -9.918832 2.886150 -1.150677 0.1 0.2 -0.1 -0.1161
H -9.436801 0.249769 -3.582981 0.1 0.0 0.1 0.0880
H -8.648391 1.835022 -3.499886 0.0 0.0 0.0 0.0821
H -7.748294 0.418428 -4.109201 0.0 0.1 -0.1 0.0864
H -6.521674 1.777907 -2.393092 -0.1 0.1 0.1 0.1240
H -6.358900 0.697323 -1.002691 0.0 0.1 0.0 0.1065
H -6.861268 2.968699 -0.232243 0.0 -0.1 0.0 0.1005
H -8.183658 1.879307 0.209312 0.0 -0.1 -0.1 0.1272
H -10.254998 3.225596 -0.166517 -0.1 -0.1 0.0 0.0851
H -10.086932 1.809403 -1.243809 0.1 0.0 0.0 0.0832
H -10.506436 3.395169 -1.918076 0.1 0.0 0.1 0.0877

---

3.
92
Properties=species:S:1:pos:R:3:forces:R:3:lowdin_charge:R:1 method="wB97M-V/def2-TZVPD" fmax_ev_per_a=3.68 homo_lumo_gap_ev=5.746 total_charge=+1 e_tot_ha=-1947.213751 molar_mass_g_mol=526.7
C -4.594402 -1.380430 -4.535732 1.2 0.7 0.0 -0.1422
N -5.310873 -2.514320 -5.235453 -1.8 0.9 0.5 -0.1814
C -6.716334 -2.151755 -5.660698 1.3 -0.2 -1.3 -0.3581
P -7.927383 -1.790227 -4.221971 -1.6 1.6 -2.3 1.0696
O -8.760763 -0.274587 -4.602843 1.3 -3.5 -0.2 -0.2885
H -4.661415 -1.394066 -3.367406 0.0 0.0 -2.1 0.0859
H -5.006487 -0.338956 -4.921324 0.9 -2.2 0.7 0.1067
H -3.447858 -1.460811 -4.845917 -2.5 0.3 0.8 0.1160
H -5.261849 -3.415993 -4.712864 -0.1 1.1 -0.6 0.1180
H -6.661224 -1.153510 -6.307705 -0.2 -2.1 1.5 0.1288
H -7.164773 -3.001799 -6.363693 0.8 1.8 1.7 0.1343
H -8.882015 -2.908025 -4.215456 0.7 1.2 0.3 0.0505
H -7.287382 -1.783628 -2.931365 -0.5 0.5 -0.8 0.0421
H -9.086294 -0.299557 -5.569338 0.7 -0.1 1.9 0.1141
C -6.892933 1.420923 0.031668 -0.6 0.1 0.4 -0.1695
C -5.428375 1.737455 0.191702 0.4 0.4 -0.3 -0.1714
C -4.806783 0.358060 0.214745 0.4 -0.2 0.4 -0.1894
O -5.637713 -0.486375 -0.593717 -0.4 0.1 -0.3 -0.1619
C -6.858071 0.211863 -0.877302 0.2 -0.3 -0.1 -0.2382
H -7.478702 2.246787 -0.379797 0.1 -0.1 0.0 0.1210
H -7.321555 1.146209 1.002828 0.0 0.0 -0.2 0.1234
H -5.071466 2.293494 -0.683235 0.0 0.0 0.2 0.1053
H -5.200075 2.323300 1.085671 0.0 -0.1 -0.2 0.1263
H -4.795582 -0.056002 1.228546 0.1 0.0 0.0 0.1230
H -3.785117 0.352074 -0.175926 -0.1 -0.1 0.0 0.1157
H -6.835609 0.508852 -1.931497 -0.1 0.2 -0.2 0.0976
H -7.709844 -0.455750 -0.720888 0.0 -0.1 0.0 0.1105
C -2.814394 6.205716 -1.886226 -0.4 0.5 -0.3 -0.1731
C -1.926805 6.106873 -0.672492 0.6 0.1 0.2 -0.1749
C -2.651151 5.076951 0.166689 -0.2 -0.1 0.4 -0.2035
O -3.321797 4.195071 -0.744160 0.1 0.2 -0.2 -0.1667
C -3.280591 4.776205 -2.054815 0.0 -0.4 -0.1 -0.2079
H -2.306212 6.595581 -2.771798 -0.1 -0.1 0.1 0.1196
H -3.670718 6.854866 -1.667933 0.1 -0.1 -0.1 0.1194
H -0.941241 5.725083 -0.964002 -0.1 0.1 0.1 0.1100
H -1.785102 7.057710 -0.152547 0.0 -0.1 0.0 0.1205
H -3.412117 5.544532 0.800458 0.1 0.0 0.1 0.1191
H -1.972187 4.502081 0.803081 -0.1 0.0 -0.1 0.1175
H -2.571357 4.196029 -2.655161 0.0 0.0 -0.1 0.1056
H -4.268154 4.708637 -2.519405 0.0 -0.1 0.1 0.1162
C -0.624107 1.495353 -2.279730 -0.4 0.0 -0.5 -0.1851
C 0.119399 0.506707 -1.419200 -0.1 -0.4 0.5 -0.1795
C 1.537730 1.029231 -1.489534 0.6 0.0 0.0 -0.1946
O 1.449621 2.451211 -1.654868 -0.5 -0.1 -0.1 -0.1301
C 0.090693 2.790834 -1.963416 0.2 0.4 0.2 -0.2098
H -1.696436 1.538732 -2.073064 0.1 0.1 0.0 0.1017
H -0.488210 1.242188 -3.337925 0.0 0.0 0.1 0.1169
H -0.248585 0.562497 -0.387913 0.0 -0.1 -0.1 0.1140
H 0.028557 -0.528023 -1.759195 0.1 0.1 0.1 0.1158
H 2.068006 0.624075 -2.357877 0.0 -0.1 0.0 0.1212
H 2.114669 0.798302 -0.589382 0.0 0.1 -0.1 0.1076
H -0.340621 3.276538 -1.081321 -0.1 0.0 0.0 0.1075
H 0.067459 3.497689 -2.797386 0.1 0.0 0.1 0.1181
C 4.125766 -1.768582 3.197351 0.6 0.0 0.3 -0.1701
C 2.711123 -1.376152 3.537231 -0.5 -0.2 0.3 -0.1809
C 2.361174 -0.438301 2.402502 0.0 0.4 -0.2 -0.2112
O 3.105377 -0.875266 1.256923 -0.1 0.0 0.3 -0.1615
C 4.081842 -1.834076 1.686376 0.1 -0.3 -0.4 -0.1945
H 4.443326 -2.708559 3.655695 0.0 0.1 -0.1 0.1009
H 4.816843 -0.979695 3.517363 0.0 -0.1 0.0 0.1208
H 2.063189 -2.260008 3.504733 0.0 0.1 0.0 0.1171
H 2.607686 -0.912312 4.521441 0.0 0.0 -0.1 0.1168
H 2.666572 0.589086 2.627387 -0.1 0.0 0.1 0.1186
H 1.292272 -0.441700 2.170340 0.1 0.0 -0.1 0.1126
H 3.754759 -2.821086 1.341614 0.1 0.0 0.0 0.1221
H 5.048246 -1.606881 1.227969 -0.1 0.0 -0.1 0.1138
C 5.925766 -6.118582 6.624624 0.6 0.1 0.2 -0.1818
C 4.511123 -5.726152 6.964504 -0.5 -0.2 0.3 -0.1825
C 4.161174 -4.788301 5.829774 -0.1 0.3 -0.2 -0.2180
O 4.905377 -5.225266 4.684196 0.0 0.0 0.3 -0.1515
C 5.881842 -6.184076 5.113648 0.0 -0.2 -0.4 -0.2038
H 6.243326 -7.058559 7.082967 0.0 0.1 -0.1 0.1171
H 6.616843 -5.329695 6.944636 0.0 -0.1 0.0 0.1184
H 3.863189 -6.610008 6.932006 0.0 0.1 0.0 0.1181
H 4.407686 -5.262312 7.948713 0.0 0.0 -0.1 0.1168
H 4.466572 -3.760914 6.054660 -0.1 0.0 0.1 0.1137
H 3.092272 -4.791700 5.597613 0.1 0.0 -0.1 0.1177
H 5.554759 -7.171086 4.768886 0.1 0.0 0.0 0.1180
H 6.848246 -5.956881 4.655241 -0.2 0.0 0.0 0.1194
C 6.007067 1.517252 -0.401648 -0.6 0.1 0.3 -0.1814
C 7.471625 1.833785 -0.241613 0.4 0.5 -0.1 -0.1821
C 8.093217 0.454389 -0.218570 0.2 -0.4 0.1 -0.2070
O 7.262287 -0.390045 -1.027032 -0.1 0.3 0.1 -0.1407
C 6.041929 0.308193 -1.310618 0.0 -0.3 -0.4 -0.2089
H 5.421298 2.343117 -0.813113 0.0 -0.1 0.0 0.1171
H 5.578445 1.242538 0.569513 0.0 0.0 -0.1 0.1110
H 7.828534 2.389823 -1.116550 0.0 0.0 0.1 0.1175
H 7.699925 2.419629 0.652355 0.0 -0.1 -0.1 0.1158
H 8.104418 0.040328 0.795230 0.1 0.1 0.0 0.1151
H 9.114883 0.448404 -0.609242 -0.1 -0.1 0.0 0.1179
H 6.064391 0.605182 -2.364812 -0.1 0.0 0.0 0.1174
H 5.190156 -0.359421 -1.154203 0.1 0.0 0.0 0.1088